No. 1
91
Properties=species:S:1:pos:R:3 method="wB97M-V/def2-TZVPD" charge=-1 homo_energy_ev=-6.593 homo_lumo_gap_ev=7.61
C 7.696 2.471 0.177
C 6.167 2.855 -0.007
B 5.318 1.533 0.254
O 5.810 0.648 1.199
C 3.967 1.141 -0.520
C 4.005 0.061 -1.439
N 5.252 -0.645 -1.658
C 5.047 -1.938 -2.259
O 4.852 -2.957 -1.686
F 5.071 -1.939 -3.635
C 6.109 0.098 -2.589
O 5.714 0.841 -3.427
F 7.419 -0.151 -2.384
C 2.802 -0.264 -2.107
C 1.595 0.431 -1.856
B 0.315 -0.071 -2.691
O -0.500 0.766 -3.438
O 0.038 -1.429 -2.674
C 0.066 -1.959 -1.326
C 1.548 1.519 -0.938
C 2.768 1.848 -0.293
S 2.736 3.250 0.841
C 1.054 3.119 1.496
C 0.823 3.526 2.822
B 1.925 4.134 3.804
N 1.914 5.550 4.275
O 2.924 3.318 4.287
C -0.498 3.398 3.328
C -1.514 2.883 2.487
C -1.254 2.473 1.160
C -2.368 1.885 0.273
C -3.815 2.114 0.794
C -4.316 1.124 1.886
S -4.015 -0.635 1.537
C -5.151 -1.133 0.231
S -6.659 -0.525 0.074
N -4.681 -2.094 -0.726
C -3.558 -1.434 -1.452
C -3.570 -1.702 -2.994
C -4.298 -3.375 -0.083
C -3.335 -4.256 -0.949
C 0.063 2.608 0.625
N 0.290 2.223 -0.757
C 0.463 3.522 -1.506
C -0.460 3.625 -2.743
O -1.630 3.390 -2.756
O 0.154 4.043 -3.944
H 8.380 3.253 -0.188
H 7.863 2.258 1.251
H 7.848 1.497 -0.329
H 5.991 3.241 -1.028
H 5.923 3.602 0.780
H 5.098 0.067 1.505
H 2.779 -1.082 -2.846
H 0.039 1.257 -4.077
H -0.496 -1.276 -0.662
H 1.089 -2.120 -0.937
H -0.478 -2.919 -1.349
H 2.136 6.190 3.515
H 1.007 5.785 4.674
H 3.743 3.807 4.442
H -0.721 3.705 4.357
H -2.513 2.831 2.935
H -2.315 2.354 -0.732
H -2.119 0.817 0.106
H -3.924 3.170 1.106
H -4.488 1.971 -0.079
H -3.930 1.317 2.901
H -5.418 1.255 1.954
H -2.580 -1.643 -0.982
H -3.722 -0.339 -1.347
H -3.264 -0.819 -3.581
H -4.511 -2.157 -3.341
H -2.779 -2.464 -3.175
H -5.227 -3.966 0.063
H -3.840 -3.281 0.923
H -2.303 -3.868 -0.816
H -3.308 -5.318 -0.613
H -3.601 -4.236 -2.020
H 1.510 3.642 -1.855
H 0.262 4.385 -0.846
H 0.440 4.959 -3.803
N -4.645 -8.246 2.942
S -4.004 -7.783 1.577
O -2.717 -8.317 1.253
O -4.264 -6.436 1.160
F -4.938 -8.607 0.577
S -3.892 -7.662 4.196
O -4.249 -8.325 5.412
O -3.757 -6.239 4.274
F -2.389 -8.152 3.989

=====

No. 2
77
Properties=species:S:1:pos:R:3 method="wB97M-V/def2-TZVPD" charge=+1 spin_multiplicity=2 s_squared=0.75 homo_energy_ev="-11.992 / -11.981" homo_lumo_gap_ev="9.05 / 3.30"
N -8.225 -9.158 -30.885
H -7.993 -9.951 -30.304
H -7.474 -8.574 -31.225
H -8.973 -8.576 -30.536
H -8.694 -9.590 -31.668
O -10.357 -5.715 -35.371
C -10.821 -6.135 -34.260
O -12.063 -6.359 -33.906
B -12.066 -7.015 -32.573
O -10.640 -7.405 -32.310
C -9.898 -6.809 -33.204
O -8.644 -6.943 -33.210
O -12.792 -6.236 -31.524
C -13.898 -6.870 -31.244
O -14.858 -6.534 -30.485
C -13.857 -8.254 -31.866
O -12.779 -8.288 -32.671
O -14.745 -9.111 -31.806
C -7.127 -5.295 -28.990
C -8.496 -4.915 -29.300
C -9.343 -6.147 -29.359
O -8.391 -7.221 -29.110
C -7.288 -6.686 -28.410
H -6.728 -4.581 -28.270
H -6.530 -5.308 -29.902
H -8.510 -4.265 -30.174
H -8.853 -4.261 -28.504
H -9.884 -6.262 -30.299
H -10.116 -6.179 -28.591
H -6.378 -7.284 -28.460
H -7.508 -6.591 -27.347
C -12.954 -10.761 -29.038
C -12.120 -11.916 -29.560
C -11.264 -11.249 -30.700
O -11.112 -9.886 -30.195
C -12.040 -9.556 -29.219
H -13.192 -11.101 -28.030
H -13.960 -10.596 -29.424
H -12.685 -12.768 -29.939
H -11.553 -12.384 -28.756
H -11.911 -11.257 -31.577
H -10.272 -11.636 -30.932
H -12.669 -8.701 -29.468
H -11.573 -9.353 -28.254
N -6.119 -8.471 -32.386
C -5.184 -7.879 -31.617
C -3.836 -7.886 -31.947
C -3.405 -8.635 -33.121
C -4.370 -9.126 -33.927
C -5.734 -8.995 -33.583
H -5.528 -7.465 -30.681
H -3.116 -7.330 -31.365
H -2.352 -8.702 -33.352
H -4.109 -9.686 -34.813
H -6.513 -9.471 -34.159
N -8.612 -11.371 -28.770
C -8.212 -12.678 -28.998
C -8.457 -13.724 -28.030
C -9.065 -13.451 -26.800
C -9.389 -12.061 -26.595
C -9.227 -11.119 -27.612
H -7.946 -12.995 -29.995
H -8.299 -14.756 -28.305
H -9.206 -14.144 -25.984
H -9.822 -11.893 -25.620
H -9.505 -10.129 -27.283
N -9.106 -10.655 -33.086
C -10.276 -10.425 -33.715
C -10.751 -11.102 -34.832
C -9.853 -12.030 -35.350
C -8.617 -12.360 -34.768
C -8.363 -11.634 -33.586
H -10.837 -9.796 -33.039
H -11.772 -11.044 -35.182
H -10.240 -12.609 -36.175
H -8.008 -13.108 -35.254
H -7.436 -11.847 -33.075

=====

No. 3
78
Properties=species:S:1:pos:R:3 method="wB97M-V/def2-TZVPD" homo_energy_ev="-7.564 / -7.565" homo_lumo_gap_ev="6.75 / 6.75"
W 0.249 -0.063 0.582
C 2.706 3.086 1.415
C 1.427 3.161 0.650
C 0.880 4.285 0.027
C -0.306 3.872 -0.572
C -1.312 4.622 -1.379
N -0.427 2.579 -0.306
N 0.597 2.132 0.432
B -1.465 1.482 -0.437
N -2.192 1.346 0.884
N -1.466 0.681 1.803
C -2.282 0.452 2.843
C -1.941 -0.299 4.088
C -3.523 1.023 2.567
C -3.428 1.573 1.294
C -4.438 2.284 0.457
N -2.295 -1.110 -0.248
N -1.074 -1.626 0.127
C -1.085 -2.990 -0.054
C 0.032 -3.934 0.261
C -2.312 -3.321 -0.557
C -3.032 -2.102 -0.663
C -4.423 -1.869 -1.157
H 3.131 4.084 1.505
H 2.544 2.676 2.408
H 3.419 2.441 0.906
H 1.296 5.280 0.023
H -1.099 5.688 -1.345
H -1.291 4.298 -2.421
H -2.323 4.459 -1.005
H -2.162 1.513 -1.401
H -0.892 -0.232 4.354
H -2.533 0.097 4.912
H -2.193 -1.355 3.967
H -4.382 1.025 3.220
H -5.434 2.135 0.870
H -4.242 3.358 0.429
H -4.423 1.913 -0.569
H 0.470 -3.719 1.233
H -0.360 -4.950 0.268
H 0.824 -3.874 -0.481
H -2.648 -4.317 -0.803
H -5.121 -2.590 -0.727
H -4.749 -0.864 -0.888
H -4.477 -1.967 -2.244
O 3.763 -1.528 -0.933
S 2.895 -1.080 0.095
O 2.585 0.354 0.131
O 1.537 -1.702 0.121
C 3.609 -1.609 1.633
C 4.808 -2.289 1.554
C 5.387 -2.816 2.704
C 4.765 -2.667 3.915
C 3.546 -1.999 3.998
C 2.964 -1.475 2.859
S 1.371 -0.714 3.090
O 0.320 -1.480 2.385
O 1.222 -0.577 4.497
O 1.349 0.566 2.321
H 5.270 -2.399 0.582
H 6.326 -3.352 2.639
H 5.218 -3.071 4.810
H 3.036 -1.875 4.942
C -0.818 0.423 -4.801
C 0.509 -0.029 -4.174
C 0.794 -1.487 -4.566
C 1.649 0.874 -4.658
C 0.405 0.063 -2.708
C 0.301 0.142 -1.507
H -0.783 0.309 -5.888
H -1.012 1.472 -4.567
H -1.646 -0.171 -4.411
H 0.809 -1.586 -5.655
H 0.024 -2.150 -4.165
H 1.759 -1.808 -4.170
H 1.732 0.819 -5.747
H 2.598 0.563 -4.219
H 1.466 1.913 -4.375